Entry 1:
{
  "formula": "C28H36IrN4SSi2",
  "method": "ωB97M-V with the def2-TZVPD basis set",
  "total_energy_ev": -65009.765,
  "total_charge": 1,
  "homo_ev": -10.56,
  "homo_lumo_gap_ev": 7.50,
  "e_lumo_ev": -3.06,
  "relative_energy_kj_mol": 0.0,
  "largest_force_ha_per_bohr": 0.0079,
  "symbols": ["Ir", "C", "Si", "C", "C", "C", "C", "C", "C", "C", "C", "N", "Si", "C", "C", "C", "H", "H", "H", "H", "H", "H", "H", "H", "H", "H", "H", "H", "H", "H", "H", "H", "H", "H", "H", "H", "H", "H", "C", "C", "C", "C", "C", "C", "C", "C", "C", "C", "C", "C", "C", "C", "C", "N", "H", "H", "H", "H", "H", "H", "H", "H", "H", "H", "N", "C", "N", "S", "H", "H", "H", "H"],
  "positions_angstrom": [[-0.699, 0.233, -0.844], [3.182, -0.603, 0.291], [2.641, 1.115, -0.211], [3.800, 2.299, 0.676], [2.935, 1.528, -2.022], [0.804, 1.400, 0.192], [0.366, 2.585, -0.597], [0.652, 3.943, -0.499], [0.116, 4.798, -1.444], [-0.701, 4.306, -2.463], [-0.971, 2.956, -2.496], [-0.447, 2.139, -1.578], [0.369, 1.578, 2.023], [1.359, 2.830, 3.011], [0.599, -0.066, 2.906], [-1.393, 2.247, 2.101], [4.201, -0.778, -0.061], [2.549, -1.402, -0.094], [3.198, -0.676, 1.382], [4.796, 2.118, 0.259], [3.870, 2.156, 1.751], [3.566, 3.348, 0.483], [3.813, 1.003, -2.406], [3.142, 2.599, -2.098], [2.097, 1.308, -2.680], [1.292, 4.309, 0.291], [0.338, 5.857, -1.399], [-1.121, 4.961, -3.212], [-1.608, 2.507, -3.247], [2.373, 2.501, 3.229], [0.847, 2.950, 3.971], [1.412, 3.819, 2.552], [1.546, -0.050, 3.450], [0.629, -0.921, 2.231], [-0.193, -0.236, 3.640], [-1.352, 3.338, 2.044], [-1.875, 1.987, 3.046], [-2.049, 1.913, 1.294], [1.559, -1.859, -3.819], [1.873, -3.052, -3.172], [1.389, -3.281, -1.898], [0.623, -2.305, -1.260], [0.364, -1.068, -1.876], [0.808, -0.881, -3.185], [-0.088, -2.498, -0.008], [-0.002, -3.650, 0.808], [-0.795, -3.749, 1.905], [-1.737, -2.730, 2.189], [-2.618, -2.805, 3.290], [-3.527, -1.812, 3.522], [-3.596, -0.710, 2.648], [-2.747, -0.608, 1.579], [-1.787, -1.609, 1.336], [-0.911, -1.495, 0.279], [1.904, -1.690, -4.832], [2.474, -3.801, -3.670], [1.601, -4.222, -1.406], [0.561, 0.031, -3.715], [0.707, -4.425, 0.557], [-0.729, -4.605, 2.565], [-2.555, -3.664, 3.947], [-4.198, -1.871, 4.368], [-4.329, 0.066, 2.822], [-2.828, 0.228, 0.899], [-4.294, -2.233, -1.783], [-3.082, -1.831, -2.159], [-2.197, -2.737, -2.553], [-2.715, -0.152, -2.179], [-4.602, -3.188, -1.872], [-4.952, -1.540, -1.471], [-2.375, -3.726, -2.493], [-1.279, -2.426, -2.837]],
  "atomic_forces_ev_per_a": [[-0.34, -0.04, -0.22], [-0.01, -0.04, 0.02], [-0.05, -0.06, 0.00], [-0.01, -0.02, -0.03], [-0.04, -0.01, 0.00], [0.10, 0.04, 0.18], [0.09, -0.03, -0.07], [-0.02, 0.03, -0.01], [-0.01, -0.02, -0.04], [0.04, -0.01, 0.04], [-0.06, 0.03, -0.02], [0.17, -0.26, 0.01], [0.01, -0.05, 0.01], [-0.01, 0.03, -0.01], [0.00, -0.01, 0.03], [0.00, 0.06, -0.03], [0.00, 0.00, 0.01], [0.08, 0.08, 0.00], [-0.01, -0.02, 0.00], [0.01, 0.03, 0.01], [-0.01, -0.04, 0.04], [-0.03, 0.02, 0.01], [0.00, -0.02, 0.00], [0.00, 0.00, -0.03], [0.00, -0.04, 0.01], [0.00, -0.02, 0.00], [-0.01, 0.00, 0.00], [0.00, 0.00, 0.00], [0.00, -0.01, 0.01], [0.00, 0.00, -0.01], [0.00, 0.02, 0.00], [-0.01, -0.02, 0.00], [0.01, 0.00, 0.01], [0.01, 0.01, -0.01], [0.01, 0.00, -0.02], [0.00, 0.01, 0.00], [-0.01, -0.01, -0.01], [0.05, 0.13, 0.03], [-0.01, 0.01, -0.01], [0.00, 0.00, 0.00], [-0.01, 0.02, 0.02], [0.02, 0.03, -0.07], [0.14, 0.32, -0.14], [0.02, 0.04, -0.04], [-0.08, -0.01, 0.01], [0.03, 0.04, -0.03], [-0.02, 0.00, 0.03], [0.00, -0.01, -0.01], [0.01, 0.00, 0.02], [0.02, 0.00, 0.01], [0.01, 0.00, -0.04], [-0.07, -0.09, -0.05], [0.04, -0.05, 0.00], [-0.04, 0.10, 0.24], [0.00, 0.00, 0.00], [-0.01, 0.00, 0.00], [-0.01, 0.00, 0.00], [0.02, 0.01, 0.03], [0.01, 0.00, 0.01], [0.00, -0.01, -0.01], [-0.01, -0.01, -0.01], [0.00, 0.00, 0.00], [0.00, 0.00, 0.00], [-0.03, -0.13, -0.01], [-0.04, 0.03, 0.01], [0.08, -0.04, -0.05], [-0.07, -0.01, 0.02], [0.03, -0.02, 0.19], [0.00, 0.00, -0.01], [0.00, -0.01, 0.00], [0.00, 0.01, 0.00], [-0.01, -0.02, -0.02]]
}

=====

Entry 2:
{
  "formula": "C51H55NO3PSi",
  "method": "ωB97M-V with the def2-TZVPD basis set",
  "total_energy_ev": -78573.451,
  "total_charge": 1,
  "homo_ev": -9.38,
  "homo_lumo_gap_ev": 5.16,
  "e_lumo_ev": -4.22,
  "largest_force_ha_per_bohr": 0.0503,
  "symbols": ["C", "Si", "C", "C", "O", "C", "C", "C", "C", "C", "C", "C", "C", "C", "C", "C", "C", "C", "C", "C", "C", "C", "N", "C", "C", "C", "C", "C", "C", "C", "C", "C", "H", "H", "H", "H", "H", "H", "H", "H", "H", "H", "H", "H", "H", "H", "H", "H", "H", "H", "H", "H", "H", "H", "H", "H", "H", "H", "H", "H", "H", "H", "H", "H", "H", "H", "C", "C", "O", "C", "C", "P", "C", "C", "C", "C", "C", "C", "C", "C", "C", "C", "C", "C", "C", "C", "C", "C", "C", "C", "O", "H", "H", "H", "H", "H", "H", "H", "H", "H", "H", "H", "H", "H", "H", "H", "H", "H", "H", "H", "H", "H"],
  "positions_angstrom": [[4.769, 4.330, 1.123], [4.682, 2.703, 2.003], [6.169, 1.650, 1.648], [4.478, 2.954, 3.826], [3.399, 1.864, 1.353], [2.034, 1.590, 1.603], [1.895, 0.474, 2.668], [2.939, -0.431, 2.843], [2.789, -1.505, 3.721], [1.580, -1.691, 4.389], [0.515, -0.805, 4.190], [0.683, 0.298, 3.350], [1.359, 2.923, 1.988], [1.167, 3.262, 3.332], [0.711, 4.545, 3.677], [0.473, 5.493, 2.679], [0.681, 5.156, 1.339], [1.167, 3.888, 0.998], [1.519, 0.966, 0.257], [2.426, -0.157, -0.278], [1.718, -1.492, -0.077], [0.292, -1.167, 0.351], [0.219, 0.286, 0.388], [-0.954, 0.885, 0.467], [-2.191, 0.179, 0.446], [-2.615, -0.919, 1.194], [-3.912, -0.831, 1.829], [-4.155, -1.274, 3.164], [-5.287, -0.848, 3.862], [-6.224, 0.004, 3.251], [-6.048, 0.379, 1.911], [-4.949, -0.087, 1.202], [5.616, 4.912, 1.514], [4.922, 4.160, 0.049], [3.849, 4.909, 1.266], [7.061, 2.199, 1.980], [6.133, 0.688, 2.177], [6.257, 1.463, 0.571], [5.456, 3.221, 4.247], [3.788, 3.776, 4.039], [4.124, 2.047, 4.327], [3.879, -0.278, 2.308], [3.629, -2.187, 3.855], [1.464, -2.524, 5.082], [-0.452, -0.953, 4.678], [-0.122, 1.034, 3.237], [1.404, 2.540, 4.118], [0.549, 4.783, 4.733], [0.124, 6.493, 2.952], [0.478, 5.880, 0.548], [1.430, 3.666, -0.036], [1.427, 1.763, -0.495], [2.503, 0.019, -1.355], [3.419, -0.135, 0.165], [1.675, -2.066, -1.008], [2.192, -2.101, 0.694], [-0.440, -1.586, -0.354], [0.048, -1.592, 1.342], [-0.965, 1.983, 0.480], [-2.922, 0.757, -0.139], [-1.927, -1.698, 1.545], [-3.407, -1.908, 3.659], [-5.431, -1.170, 4.898], [-7.095, 0.342, 3.806], [-6.771, 1.026, 1.399], [-4.847, 0.173, 0.144], [-0.327, -6.776, -0.033], [-1.791, -7.044, 0.146], [-2.449, -5.751, 0.208], [-3.772, -5.915, 0.477], [-4.687, -4.798, 0.279], [-6.316, -5.382, 0.177], [-6.666, -6.662, -1.070], [-7.157, -7.929, -0.714], [-7.584, -8.825, -1.698], [-7.429, -8.500, -3.050], [-6.834, -7.286, -3.414], [-6.442, -6.375, -2.428], [-7.088, -6.072, 1.670], [-8.490, -6.149, 1.723], [-9.133, -6.788, 2.784], [-8.376, -7.348, 3.820], [-6.980, -7.260, 3.787], [-6.343, -6.618, 2.722], [-7.435, -4.022, -0.233], [-8.398, -4.106, -1.250], [-9.231, -3.017, -1.524], [-9.132, -1.857, -0.747], [-8.204, -1.785, 0.301], [-7.340, -2.854, 0.542], [-4.191, -7.034, 0.862], [0.182, -7.733, -0.136], [-0.140, -6.187, -0.934], [0.088, -6.259, 0.836], [-2.189, -7.613, -0.707], [-1.977, -7.613, 1.065], [-4.355, -3.794, 0.034], [-7.219, -8.218, 0.337], [-8.038, -9.779, -1.408], [-7.754, -9.204, -3.821], [-6.675, -7.049, -4.468], [-5.973, -5.432, -2.711], [-9.093, -5.719, 0.922], [-10.224, -6.853, 2.794], [-8.870, -7.855, 4.650], [-6.374, -7.694, 4.584], [-5.259, -6.590, 2.677], [-8.495, -5.012, -1.847], [-9.951, -3.079, -2.345], [-9.770, -0.996, -0.959], [-8.145, -0.886, 0.924], [-6.582, -2.791, 1.327]],
  "atomic_forces_ev_per_a": [[0.19, 0.12, -0.07], [-0.21, 0.08, 0.09], [0.07, 0.04, -0.06], [0.07, 0.09, 0.23], [-0.62, -0.54, -0.46], [0.53, -0.17, 0.63], [-0.15, 0.56, -0.34], [-0.07, 0.03, 0.24], [-0.02, 0.11, -0.13], [-0.12, -0.10, 0.07], [0.12, 0.24, -0.18], [0.09, -0.39, 0.06], [0.35, -0.31, 0.02], [-0.21, 0.43, 0.02], [0.16, -0.32, -0.14], [-0.14, -0.15, 0.02], [0.16, -0.15, 0.00], [-0.40, 0.29, 0.28], [0.37, 0.19, 0.23], [-0.04, 0.28, -0.71], [-0.19, -0.48, 0.17], [0.18, -0.77, 0.13], [-1.69, 0.97, 0.37], [1.95, -1.43, -0.93], [-1.07, -0.31, -0.08], [1.15, 1.27, -0.02], [-2.26, -0.12, 0.20], [0.63, 0.13, -0.77], [-0.17, 0.16, -0.29], [0.51, -0.36, -0.08], [0.03, -0.31, -0.05], [0.33, 0.16, 0.29], [-0.20, -0.03, -0.19], [-0.01, 0.16, 0.19], [0.19, -0.08, -0.02], [-0.09, -0.23, -0.10], [0.06, 0.21, -0.11], [0.07, -0.02, 0.20], [-0.16, -0.05, 0.04], [0.06, -0.12, 0.04], [0.06, 0.11, 0.01], [-0.33, -0.06, 0.23], [-0.33, 0.12, 0.10], [0.02, 0.16, -0.22], [0.41, -0.01, 0.01], [0.28, -0.42, 0.01], [-0.17, 0.35, -0.31], [0.11, 0.00, -0.44], [0.10, -0.38, -0.15], [0.16, -0.12, 0.26], [-0.19, 0.16, 0.21], [-0.07, -0.29, 0.31], [0.36, -0.03, 0.18], [-0.16, 0.15, -0.15], [0.25, 0.04, 0.22], [0.06, 0.05, -0.18], [-0.01, 0.42, 0.13], [0.25, 0.38, -0.29], [0.04, -0.44, -0.17], [-0.13, 0.01, 1.22], [-0.16, 0.59, 0.20], [-0.34, 0.30, -0.19], [0.04, 0.11, -0.43], [0.18, -0.01, -0.07], [0.26, -0.36, 0.31], [-0.09, -0.01, 0.41], [0.26, 0.02, -0.03], [0.29, 0.17, 0.05], [-0.52, -0.48, 0.08], [-1.48, -0.31, 0.35], [0.61, -1.22, 0.16], [0.33, -0.08, 0.27], [0.37, -0.54, -0.35], [-0.21, 0.18, -0.09], [0.19, 0.12, -0.16], [0.02, 0.08, 0.18], [0.07, -0.04, 0.18], [-0.21, -0.23, 0.06], [-0.30, -0.22, 0.56], [0.05, -0.09, 0.12], [0.24, 0.01, 0.06], [0.14, 0.07, -0.16], [-0.24, 0.19, -0.12], [-0.08, -0.04, 0.01], [-0.09, 0.54, -0.23], [0.03, 0.22, 0.06], [0.14, 0.17, 0.28], [0.10, -0.13, 0.02], [0.00, -0.11, -0.18], [-0.19, 0.03, -0.20], [0.34, 1.29, -0.85], [0.16, -0.01, -0.02], [0.03, -0.02, 0.09], [-0.02, -0.01, -0.12], [-0.04, 0.18, 0.30], [-0.06, 0.20, -0.29], [-0.31, -0.21, -0.14], [-0.10, 0.18, -0.34], [0.29, 0.37, -0.12], [0.11, 0.28, 0.27], [-0.05, -0.07, 0.36], [-0.17, -0.18, 0.06], [0.13, -0.11, 0.16], [0.37, 0.03, 0.03], [0.12, 0.14, -0.25], [-0.24, 0.12, -0.22], [-0.25, 0.03, 0.02], [0.05, 0.24, 0.18], [0.25, 0.03, 0.34], [0.14, -0.33, 0.08], [-0.05, -0.41, -0.32], [-0.25, 0.00, -0.14]]
}

=====

Entry 3:
{
  "formula": "C25H34FNO27PS3",
  "method": "ωB97M-V with the def2-TZVPD basis set",
  "total_energy_ev": -127751.190,
  "total_charge": 1,
  "homo_ev": -11.44,
  "homo_lumo_gap_ev": 5.67,
  "e_lumo_ev": -5.77,
  "largest_force_ha_per_bohr": 0.0665,
  "symbols": ["O", "C", "N", "S", "P", "S", "S", "O", "O", "F", "H", "H", "C", "C", "O", "C", "O", "O", "H", "H", "H", "H", "C", "C", "O", "C", "O", "O", "H", "H", "H", "H", "C", "C", "O", "C", "O", "O", "H", "H", "H", "H", "C", "C", "O", "C", "O", "O", "H", "H", "H", "H", "C", "C", "O", "C", "O", "O", "H", "H", "H", "H", "C", "C", "O", "C", "O", "O", "H", "H", "H", "H", "C", "C", "O", "C", "O", "O", "H", "H", "H", "H", "C", "C", "O", "C", "O", "O", "H", "H", "H", "H"],
  "positions_angstrom": [[4.589, 1.417, 0.119], [3.922, 2.294, -0.147], [3.071, 3.192, -0.376], [1.539, 2.791, 0.207], [1.009, 0.713, -0.431], [0.146, -0.279, 0.962], [1.537, 2.753, 2.357], [2.312, 1.694, 2.877], [2.041, 4.013, 2.748], [0.044, 2.633, 2.723], [2.149, 0.078, -0.995], [0.124, 0.936, -1.522], [2.875, 7.225, 2.062], [3.866, 7.701, 1.031], [3.064, 7.797, -0.148], [1.769, 7.956, 0.245], [0.877, 8.226, -0.483], [1.639, 7.757, 1.583], [3.098, 7.598, 3.059], [2.796, 6.139, 2.099], [4.275, 8.686, 1.266], [4.689, 7.003, 0.885], [-1.393, -0.764, 5.868], [-0.094, -1.469, 5.567], [-0.407, -2.198, 4.377], [-1.443, -1.571, 3.770], [-1.834, -1.829, 2.678], [-1.973, -0.615, 4.568], [-1.248, 0.203, 6.342], [-2.063, -1.364, 6.486], [0.721, -0.774, 5.351], [0.217, -2.141, 6.363], [4.339, 3.296, -4.186], [3.599, 3.878, -5.362], [2.522, 2.950, -5.543], [2.310, 2.326, -4.370], [1.380, 1.622, -4.142], [3.296, 2.609, -3.473], [4.803, 4.060, -3.568], [5.097, 2.570, -4.484], [3.183, 4.864, -5.150], [4.214, 3.940, -6.257], [-1.715, -4.577, 0.799], [-3.037, -4.713, 0.092], [-2.661, -4.663, -1.288], [-1.363, -5.051, -1.374], [-0.797, -5.277, -2.391], [-0.798, -5.146, -0.142], [-1.686, -5.116, 1.743], [-1.438, -3.538, 0.977], [-3.524, -5.668, 0.292], [-3.727, -3.907, 0.337], [-6.322, -6.685, -2.215], [-6.952, -8.052, -2.119], [-6.081, -8.730, -1.208], [-5.462, -7.793, -0.460], [-4.799, -8.031, 0.500], [-5.688, -6.548, -0.938], [-7.051, -5.895, -2.373], [-5.560, -6.626, -2.994], [-7.956, -8.024, -1.693], [-6.990, -8.567, -3.076], [-4.069, -10.881, 1.156], [-2.668, -11.235, 1.586], [-2.660, -12.661, 1.486], [-3.625, -13.017, 0.596], [-3.766, -14.111, 0.165], [-4.402, -11.954, 0.268], [-4.123, -9.923, 0.649], [-4.774, -10.881, 1.990], [-1.908, -10.830, 0.913], [-2.446, -10.916, 2.602], [6.367, 8.384, -1.974], [7.765, 8.032, -1.531], [7.765, 6.601, -1.615], [6.810, 6.244, -2.502], [6.664, 5.142, -2.928], [6.039, 7.300, -2.849], [6.316, 9.335, -2.498], [5.653, 8.397, -1.148], [8.530, 8.424, -2.203], [7.983, 8.362, -0.518], [-3.482, 5.241, 0.112], [-2.080, 4.896, 0.552], [-2.060, 3.466, 0.435], [-3.018, 3.118, -0.474], [-3.141, 2.028, -0.918], [-3.794, 4.177, -0.792], [-3.540, 6.204, -0.388], [-4.196, 5.225, 0.937], [-1.319, 5.317, -0.110], [-1.871, 5.206, 1.574]],
  "atomic_forces_ev_per_a": [[0.96, -0.11, -0.25], [-1.06, -0.07, 0.38], [-0.09, -0.08, 0.79], [-0.38, 1.21, -1.66], [-1.77, -2.92, 0.03], [0.34, 0.54, -0.13], [2.17, -0.08, 2.60], [-0.82, -1.42, -0.67], [-1.02, 1.25, -0.91], [0.52, -0.04, -0.79], [0.21, 0.92, 0.10], [0.63, 0.72, 0.10], [0.13, -0.14, 0.43], [0.33, 0.07, 0.02], [-0.14, -0.05, 0.19], [0.01, 0.07, 0.03], [-0.19, -0.05, -0.16], [0.21, -0.01, -0.26], [-0.20, 0.08, -0.01], [0.03, 0.04, -0.03], [-0.06, 0.01, 0.00], [-0.08, -0.02, -0.18], [-0.09, 0.13, 0.37], [0.28, -0.02, 0.28], [-0.17, 0.19, -0.04], [-0.04, -0.08, 0.12], [-0.01, 0.04, -0.16], [0.20, -0.13, -0.09], [-0.11, 0.07, -0.17], [0.01, -0.02, -0.05], [-0.03, 0.00, -0.04], [-0.01, -0.15, -0.16], [0.49, 0.20, 0.10], [0.14, 0.30, -0.19], [0.06, -0.12, 0.33], [0.04, 0.12, -0.32], [-0.15, -0.17, 0.47], [-0.24, -0.05, -0.16], [-0.08, -0.12, 0.12], [-0.07, -0.03, -0.01], [-0.04, -0.05, 0.03], [-0.15, -0.15, -0.08], [0.12, 0.16, 0.32], [-0.44, -0.06, 0.25], [0.28, -0.05, 0.12], [-0.05, -0.03, 0.06], [0.12, -0.01, -0.19], [-0.23, 0.03, -0.19], [0.15, -0.11, -0.09], [-0.02, -0.02, -0.02], [0.04, 0.00, -0.03], [0.02, 0.05, -0.22], [-0.08, 0.26, -0.36], [-0.31, -0.10, -0.27], [0.10, 0.24, 0.11], [-0.10, -0.01, -0.09], [0.07, 0.38, 0.09], [-0.04, -0.23, 0.02], [0.08, 0.07, 0.20], [0.03, -0.03, 0.06], [0.05, 0.01, 0.05], [0.14, -0.15, 0.11], [-0.07, 0.30, -0.03], [0.19, 0.15, 0.15], [-0.17, 0.08, -0.11], [-0.06, 0.03, -0.01], [-0.01, -0.20, -0.07], [0.28, -0.14, 0.19], [-0.09, -0.31, -0.04], [0.02, -0.05, -0.01], [-0.04, -0.03, -0.03], [0.03, -0.21, 0.03], [-0.11, 0.37, 0.06], [0.25, 0.30, 0.14], [-0.26, 0.01, -0.11], [0.09, 0.15, -0.05], [-0.09, -0.19, 0.05], [0.15, -0.16, 0.12], [-0.08, -0.12, -0.16], [0.00, -0.04, -0.03], [-0.03, -0.05, -0.03], [0.04, -0.22, 0.03], [-0.21, 0.35, 0.05], [0.26, 0.24, 0.16], [0.09, 0.21, -0.03], [-0.28, -0.04, -0.17], [0.18, -0.24, -0.08], [0.31, -0.09, 0.23], [-0.06, -0.12, -0.16], [0.03, -0.06, 0.00], [-0.06, 0.00, -0.03], [0.01, -0.19, 0.03]]
}